1.
Formula: C24H22N6O2Pb
Source: OMol25
Level of theory: wB97M-V/def2-TZVPD

The value obtained for the energy above the lowest of the compared OMol25 structures with the same formula, charge and spin is 0.0 kJ/mol. The calculation puts the total energy at -43482.113 eV. As for the net charge: +4.

Positions of all 55 atoms, in Å:
N 1.29814 -1.91281 -1.76763
C 2.27028 -2.53337 -1.86063
C 3.49222 -3.25595 -2.05126
H 4.12313 -2.72490 -2.76155
H 3.29286 -4.25002 -2.44832
H 4.03384 -3.35868 -1.11446
N -2.68756 -1.90518 -0.28404
C -3.54896 -2.41688 0.30719
C -4.62191 -3.05112 0.99222
H -4.70765 -4.08529 0.67629
H -5.56000 -2.55524 0.76928
H -4.47766 -3.03694 2.06593
N -1.05489 1.38042 -2.42706
C -1.30439 2.41045 -2.89083
C -1.53632 3.68761 -3.50662
H -1.96332 4.39518 -2.79956
H -2.21942 3.59417 -4.35013
H -0.59737 4.09574 -3.87663
Pb -0.96378 -1.00076 -1.75696
C -2.12391 1.06263 0.29870
O -2.79890 1.72861 0.93445
C 0.09437 -2.26611 0.84523
O 0.51561 -2.51827 1.90153
C -1.02237 -3.18588 -3.71832
C -0.52508 -2.09549 -4.44858
C -1.34003 -0.97463 -4.68111
C -2.65102 -0.94450 -4.18267
C -3.14711 -2.03552 -3.45262
C -2.33439 -3.15452 -3.22075
H -0.39855 -4.06159 -3.55501
H 0.48714 -2.12764 -4.84432
H -0.96244 -0.13492 -5.25951
H -3.28839 -0.08553 -4.37940
H -4.16964 -2.02664 -3.08410
H -2.73104 -4.00583 -2.67335
N 5.04257 3.82750 7.64064
C 4.38523 3.55145 6.71403
C 3.58817 3.14768 5.58318
C 3.96466 3.56325 4.30900
C 3.29202 3.12204 3.16275
C 2.19875 2.27504 3.32782
C 1.81858 1.83834 4.59435
C 2.50160 2.28598 5.71790
N 1.35297 1.88060 2.26961
C 0.03348 1.50993 2.48211
C -0.26532 0.56615 1.53057
N 0.79739 0.45706 0.64885
C 1.73215 1.29275 1.07185
H 4.75158 4.30208 4.21802
H 3.53382 3.47497 2.16262
H 0.97837 1.16673 4.72420
H 2.17345 2.01975 6.70835
H -0.53802 1.82435 3.33643
H -0.90613 -0.28166 1.76101
H 2.69319 1.52536 0.64131

***

2.
Formula: C24H23AuClN2OP
Source: OMol25
Level of theory: wB97M-V/def2-TZVPD

The value obtained for the energy above the lowest of the compared OMol25 structures with the same formula, charge and spin is 0.0 kJ/mol. The spin multiplicity is 3. The calculation puts the total energy at -55774.812 eV. As for the net charge: +2.

Positions of all 53 atoms, in Å:
Au -1.01695 -0.06422 -0.20306
Cl -2.50109 1.65956 -1.05428
P 1.14871 0.56883 0.19328
C 2.51491 -0.16986 -0.74236
C 3.65009 -0.76759 -0.14995
C 4.68519 -1.29234 -0.94144
C 4.56476 -1.31650 -2.33292
C 3.39174 -0.84440 -2.93064
C 2.37205 -0.29374 -2.14200
C 1.13417 2.32513 -0.33016
C 0.26155 3.18505 0.36260
C 0.05145 4.49667 -0.06435
C 0.73266 4.99806 -1.18011
C 1.60579 4.15677 -1.87081
C 1.81225 2.83304 -1.45204
C 1.78702 0.71993 1.88091
C 1.04595 0.20059 2.95574
C 1.55565 0.25606 4.26364
C 2.79856 0.84932 4.50714
C 3.52880 1.40807 3.45067
C 3.01612 1.35512 2.14566
H -0.32737 2.81009 1.20173
H -0.65561 5.13117 0.47855
H 0.60728 6.03580 -1.48333
H 2.17312 4.53375 -2.72892
H 2.53646 2.23749 -2.00758
H 3.74416 -0.84833 0.93947
H 5.59737 -1.64864 -0.44530
H 5.39272 -1.65739 -2.94695
H 3.27445 -0.86715 -4.01836
H 1.43240 0.02472 -2.61350
H 0.07417 -0.25860 2.74593
H 0.97410 -0.18067 5.08521
H 3.19653 0.85890 5.51857
H 4.50491 1.87538 3.62782
H 3.58778 1.80913 1.32667
H 0.34103 -2.64159 0.26772
H 0.16420 -2.53336 0.96295
N -7.01237 -3.67291 -1.81371
C -6.61449 -3.32672 -0.59570
O -7.30301 -3.52885 0.42289
C -5.25277 -2.67734 -0.50953
C -4.43653 -2.46465 -1.64439
C -3.16817 -1.88027 -1.46780
N -2.67440 -1.55948 -0.24584
C -3.45517 -1.74441 0.83901
C -4.73180 -2.30874 0.75799
H -7.96081 -4.09144 -1.86105
H -6.50547 -3.55215 -2.64085
H -4.73281 -2.75050 -2.66800
H -2.55558 -1.54023 -2.29902
H -3.06060 -1.34463 1.77214
H -5.29307 -2.50192 1.67764

***

3.
Formula: C24H23AuNO4S7
Source: OMol25
Level of theory: wB97M-V/def2-TZVPD

The value obtained for the energy above the lowest of the compared OMol25 structures with the same formula, charge and spin is 0.0 kJ/mol. The calculation puts the total energy at -114483.729 eV. As for the net charge: -1.

Positions of all 60 atoms, in Å:
Au -0.01488 -0.20605 0.68535
C 4.32346 1.62416 -2.70734
S 4.82220 1.86333 -0.97829
C 4.33885 0.33308 -0.27697
C 3.06942 -0.06634 -0.04490
S 1.62923 0.79316 -0.53686
S 2.92614 -1.60534 0.77330
C 4.61256 -1.95610 0.96001
S 5.18028 -3.31076 1.70297
S 5.61045 -0.73687 0.27317
H 4.37899 2.60435 -3.17869
H 3.30036 1.25774 -2.73864
H 5.00117 0.93517 -3.20638
N -0.46450 -0.72053 -3.11616
C -1.76324 -0.81738 -2.65956
C -2.50814 -1.97860 -2.87565
C -3.76547 -2.12309 -2.30921
C -4.30756 -1.11035 -1.53194
C -3.59430 0.07384 -1.36216
C -2.33657 0.22206 -1.91698
S -5.76276 -1.40563 -0.55182
O -5.25392 -1.20805 0.82915
O -6.11308 -2.79327 -0.80472
O -6.75243 -0.41565 -0.91125
H 0.04473 0.13340 -2.98246
H -0.14023 -1.35027 -3.82458
H -2.07987 -2.78270 -3.46449
H -4.32886 -3.03918 -2.42932
H -4.03557 0.87186 -0.77774
H -1.77512 1.13889 -1.77335
O -1.40054 -1.15190 1.87532
S -2.91509 -1.24908 1.45159
C -2.87385 -2.96664 0.79201
C -2.60575 -4.01642 1.82052
C -1.30546 -4.38946 2.14221
C -1.07062 -5.36570 3.10176
C -2.13455 -5.97497 3.75139
C -3.43741 -5.60031 3.44263
C -3.67072 -4.63071 2.47936
C -3.61246 -1.43297 3.12026
C -3.13777 -0.27495 3.94694
C -3.65364 0.99960 3.72690
C -3.20248 2.07842 4.47107
C -2.23186 1.89336 5.44764
C -1.70895 0.62618 5.66624
C -2.16060 -0.45134 4.91764
H -2.05490 -2.88438 0.07697
H -3.81808 -3.14024 0.28157
H -0.47424 -3.90224 1.64681
H -0.05379 -5.65929 3.33042
H -1.94990 -6.73999 4.49509
H -4.27524 -6.06944 3.94321
H -4.68436 -4.33866 2.22515
H -3.25402 -2.37996 3.51581
H -4.69114 -1.44156 2.98351
H -4.40536 1.13679 2.95633
H -3.60936 3.06574 4.29186
H -1.88226 2.73426 6.03348
H -0.94738 0.47600 6.42114
H -1.74023 -1.43732 5.07729

***

4.
Formula: C24H23Cl3CuFNO
Source: OMol25
Level of theory: wB97M-V/def2-TZVPD

The spin multiplicity is 2. The calculation puts the total energy at -113723.265 eV.

Positions of all 54 atoms, in Å:
Cu -0.19340 0.37140 -0.14060
Cl 5.46210 4.52430 0.01440
C 3.87900 3.84330 0.00620
C 3.71970 2.46680 -0.01890
C 2.44000 1.95470 -0.04220
Cl 2.19190 0.23350 -0.10460
C 1.27200 2.74910 -0.02880
O 0.07780 2.27780 -0.06990
C 1.50970 4.14680 0.01270
Cl 0.12890 5.17310 0.01990
C 2.77610 4.68540 0.01590
H 4.57690 1.81280 -0.02610
H 2.90270 5.75440 0.02180
C -3.46730 -0.16450 3.23510
C -2.77030 1.05200 2.61830
C -1.24780 0.91250 2.62390
C -3.36930 1.40870 1.27040
C -4.35830 2.38230 1.29050
C -4.94140 2.85440 0.13120
C -4.46720 2.40720 -1.08760
C -3.46920 1.44920 -1.16870
C -3.02620 1.04610 -2.55790
C -3.52290 -0.35370 -2.92010
C -1.52070 1.20420 -2.77360
C -2.96730 0.88370 0.02410
N -2.04520 -0.16130 -0.06970
C -2.39370 -1.43390 0.19040
C -3.72800 -1.88730 0.33460
C -4.02190 -3.23130 0.39990
C -3.01740 -4.18970 0.35140
C -1.69170 -3.78850 0.26000
C -1.40880 -2.44790 0.18930
F -0.09670 -2.05710 0.11060
H -3.14310 -0.29160 4.26510
H -3.24380 -1.07840 2.69080
H -4.54540 -0.01350 3.23030
H -2.99390 1.90790 3.26800
H -0.91500 -0.02150 2.16920
H -0.87970 0.92870 3.64890
H -0.80260 1.74810 2.08510
H -4.68240 2.76830 2.24610
H -5.73020 3.59030 0.17550
H -4.88600 2.80510 -2.00110
H -3.51450 1.74840 -3.24400
H -3.02620 -1.11740 -2.32970
H -3.33420 -0.55120 -3.97170
H -4.59440 -0.42380 -2.74340
H -0.96220 0.39430 -2.29930
H -1.18090 2.14790 -2.35070
H -1.29180 1.19380 -3.83740
H -4.52060 -1.15390 0.34910
H -5.05190 -3.54630 0.48920
H -3.25940 -5.23800 0.38640
H -0.88480 -4.50410 0.24200

***

5.
Formula: C24H23ClF2NO3
Source: OMol25
Level of theory: wB97M-V/def2-TZVPD

The calculation puts the total energy at -50852.895 eV. As for the net charge: -1.

Positions of all 54 atoms, in Å:
C -1.97478 -3.36988 1.05935
C -1.56419 -1.93871 0.78675
C -2.16757 -1.24407 -0.26134
C -1.78805 0.07209 -0.49492
C -0.81787 0.70905 0.27747
C -0.22722 0.00787 1.32007
C 0.85231 0.66248 2.18533
N 0.78165 2.12645 2.02140
C 0.77634 2.86706 3.28304
C -0.40045 2.49238 4.15924
C -1.75183 2.84768 3.61206
O -2.10461 3.82082 3.09222
Cl -3.00541 1.51620 3.89152
C 0.86932 4.40362 2.97947
O 1.34051 5.10824 3.89876
O 0.48514 4.75811 1.85175
C -0.60138 -1.31151 1.57089
H -2.84336 -3.35580 1.71941
H -1.18040 -3.91787 1.55795
H -2.28784 -3.87851 0.15021
H -2.91494 -1.70773 -0.88341
H -2.26856 0.62794 -1.29042
H -0.57007 1.73066 0.04749
H 1.80319 0.29865 1.78322
H 0.79164 0.32369 3.21625
H 1.60742 2.40922 1.51501
H 1.68945 2.66458 3.85785
H -0.28034 2.99627 5.11752
H -0.42116 1.43007 4.38694
H -0.14090 -1.87280 2.37327
F 4.21811 1.75321 1.14542
C 4.49633 2.56786 0.11077
C 5.70223 3.23938 0.08363
C 5.98038 4.07850 -0.98497
C 5.05246 4.24328 -2.00341
C 3.84381 3.56309 -1.95446
C 3.56154 2.71584 -0.89460
H 6.40846 3.10429 0.89200
H 6.92397 4.60668 -1.02004
H 5.27021 4.90344 -2.83269
H 3.11463 3.69388 -2.74232
H 2.62522 2.17479 -0.84362
F -3.49737 -4.05081 -1.54414
C -3.36968 -4.60790 -2.76409
C -3.70598 -5.93568 -2.93355
C -3.57493 -6.50167 -4.19335
C -3.10517 -5.74093 -5.25535
C -2.76893 -4.40810 -5.05894
C -2.90445 -3.83046 -3.80533
H -4.06341 -6.51115 -2.09010
H -3.84018 -7.53939 -4.34515
H -3.00095 -6.18719 -6.23547
H -2.39852 -3.81478 -5.88395
H -2.65379 -2.79242 -3.63063

***

6.
Formula: C24H23ClN2O3
Source: OMol25
Level of theory: wB97M-V/def2-TZVPD

Its SMILES is COC(=O)CN[C@H](c1ccccc1)c1cc(C)ccc1NC(=O)c1cccc(Cl)c1. The value obtained for the energy above the lowest of the compared OMol25 structures with the same formula, charge and spin is 16.8 kJ/mol. The calculation puts the total energy at -46907.872 eV.

Positions of all 53 atoms, in Å:
C -4.99038 -3.06248 1.23180
O -3.95331 -2.44769 0.47463
C -2.70335 -2.61149 0.90441
O -2.38914 -3.25123 1.87418
C -1.71557 -1.88127 0.00208
N -0.47017 -1.53774 0.66002
C -0.61517 -0.68557 1.85791
C -1.61508 0.42718 1.62053
C -2.81160 0.42947 2.32667
C -3.75066 1.42531 2.12473
C -3.50370 2.43415 1.21042
C -2.31165 2.44287 0.50627
C -1.37168 1.44827 0.70942
C 0.70857 -0.09045 2.30490
C 0.86967 0.12330 3.66773
C 2.00306 0.71901 4.19770
C 2.15343 0.93015 5.67345
C 3.00778 1.10904 3.32066
C 2.87843 0.90647 1.96300
C 1.73369 0.31094 1.43723
N 1.58654 0.08499 0.06631
C 2.32228 0.56755 -0.96503
O 3.26487 1.32946 -0.87161
C 1.83258 0.09420 -2.30302
C 1.26457 -1.16004 -2.50469
C 0.85664 -1.53725 -3.77216
C 1.00124 -0.67642 -4.84660
C 1.57955 0.56690 -4.64146
Cl 1.77663 1.64429 -5.97794
C 2.00300 0.95362 -3.38283
H -5.79377 -3.29360 0.53640
H -5.34393 -2.36728 1.99536
H -4.61935 -3.96978 1.71190
H -1.48809 -2.53473 -0.84646
H -2.19245 -0.97734 -0.38288
H -0.00071 -2.39113 0.95412
H -0.99772 -1.29186 2.69331
H -3.00960 -0.35636 3.04285
H -4.67573 1.41331 2.68252
H -4.23530 3.21194 1.04983
H -2.10979 3.22985 -0.20518
H -0.44570 1.47329 0.15754
H 0.07637 -0.18313 4.33604
H 1.23042 0.69542 6.19732
H 2.42348 1.96340 5.88484
H 2.94540 0.29283 6.06654
H 3.90253 1.57517 3.70622
H 3.65907 1.21620 1.28878
H 0.77654 -0.50807 -0.13304
H 1.16634 -1.85595 -1.68523
H 0.42401 -2.51396 -3.93040
H 0.67954 -0.96678 -5.83424
H 2.46931 1.91305 -3.22026

***

Number 1: maximum force 5.00 eV/Å. Number 2: maximum force 2.69 eV/Å. Number 3: maximum force 1.24 eV/Å. Number 4: maximum force 1.31 eV/Å. Number 5: maximum force 1.47 eV/Å. Number 6: maximum force 0.42 eV/Å.